# 1
The following is a quantum chemistry calculation of C14H24BCaN8O as an isolated structure in a non-equilibrium geometry, from the Open Molecules 2025 dataset.

* spin multiplicity: 1
* net charge: +1
* highest occupied orbital energy: -11.626 eV
* frontier orbital gap: 9.6 eV

```
49
Properties=species:S:1:pos:R:3:forces:R:3
Ca -0.18104 -0.04334 0.38404 -0.676 -0.158 -0.296
B -1.04139 2.18715 2.31952 0.253 0.038 0.065
N -0.28236 1.07118 3.14379 0.088 -0.262 -0.299
C 0.10380 1.10039 4.42611 -0.098 0.149 -0.199
C 0.67473 -0.11580 4.76340 -0.006 0.022 -0.007
C 0.59913 -0.85842 3.59081 -0.084 0.046 -0.253
N 0.01970 -0.16128 2.60232 0.087 0.528 1.706
N -0.10529 2.82997 1.20383 0.052 -0.426 -0.260
C 0.24648 4.11338 1.06551 -0.101 -0.171 0.233
C 0.97553 4.26978 -0.10261 0.021 0.076 0.014
C 1.02788 2.99248 -0.64179 -0.129 -0.345 0.133
N 0.37338 2.10472 0.12936 0.184 1.868 0.264
H -1.35436 3.07338 3.07861 0.034 -0.185 -0.155
H -2.00036 1.66436 1.77372 0.217 -0.016 -0.020
H -0.06338 1.99050 5.01457 0.025 -0.096 -0.031
H 1.07923 -0.41322 5.71843 -0.053 0.031 -0.128
H 0.93642 -1.86673 3.40477 0.001 -0.006 0.023
H -0.04812 4.83118 1.81774 0.042 -0.055 -0.104
H 1.40633 5.17911 -0.49331 -0.057 -0.138 0.043
H 1.51139 2.66183 -1.54822 -0.010 0.000 -0.013
C -0.34473 -3.44854 -0.44747 0.140 -0.311 0.039
N 1.08302 -3.60868 -0.76448 -0.081 -0.618 -0.105
C 1.53000 -4.96182 -1.14320 -0.137 0.325 0.058
C 1.82786 -2.49090 -0.67241 -0.087 0.945 0.222
O 1.18183 -1.42748 -0.37001 1.189 -1.307 -0.592
N 3.16445 -2.38691 -0.84665 0.179 -0.118 -0.107
C 4.18501 -3.38348 -1.21283 -0.274 0.247 0.099
C 3.80389 -1.07066 -0.69414 0.027 -0.336 -0.079
H -0.81453 -4.42008 -0.53829 -0.048 -0.084 -0.061
H -0.85068 -2.76766 -1.12727 0.053 0.123 -0.076
H -0.50274 -3.12726 0.58384 0.120 0.112 0.012
H 0.65248 -5.59711 -1.16825 -0.016 -0.030 -0.023
H 2.21980 -5.39508 -0.42548 0.087 0.056 0.154
H 1.97454 -4.98764 -2.13378 0.022 0.100 -0.097
H 3.80761 -4.37602 -1.36085 -0.205 -0.179 0.005
H 4.93936 -3.41906 -0.42824 0.013 0.013 0.057
H 4.67114 -3.06369 -2.13345 0.006 0.026 -0.052
H 3.09351 -0.32424 -0.39156 -0.177 0.154 0.071
H 4.25755 -0.77928 -1.64348 -0.003 -0.001 0.028
H 4.58871 -1.14786 0.05985 -0.005 0.015 -0.025
N -4.27074 0.93939 -0.48138 -0.139 -0.073 0.098
C -4.57228 -0.26411 0.12604 -0.017 0.385 -0.181
C -3.40369 -0.94236 0.16422 0.621 0.057 -0.158
N -2.37858 -0.17535 -0.40791 -1.256 -0.097 0.004
C -2.96199 0.95564 -0.77446 0.034 -0.326 0.046
H -4.91160 1.69737 -0.64619 -0.020 -0.009 -0.014
H -5.56763 -0.51031 0.46047 0.137 0.026 -0.045
H -3.22794 -1.92750 0.56949 0.048 0.100 -0.061
H -2.47761 1.80199 -1.24118 0.001 -0.093 0.070
```
Positions in Å, forces in eV/Å.

***

# 2
The following is a quantum chemistry calculation of C14H24BrN5O6Sc as an isolated structure in a non-equilibrium geometry, from the Open Molecules 2025 dataset.

* spin multiplicity: 1
* net charge: +1
* highest occupied orbital energy (spin up / spin down): -11.058 / -11.054 eV
* frontier orbital gap (spin up / spin down): 3.9 / 3.9 eV

```
51
Properties=species:S:1:pos:R:3:forces:R:3
O -0.24622 -0.24918 -3.34931 1.309 2.576 -0.820
H 0.22465 0.30598 -4.00781 -0.506 -1.041 0.448
Sc -0.38304 0.19737 -1.35225 1.951 -2.439 1.550
N -0.32096 2.02685 0.34680 -1.917 0.839 2.800
N 1.20110 1.77551 -1.62929 0.821 -2.535 -0.609
N -1.59507 -0.84678 0.48544 -0.647 -2.691 -0.248
N -0.60919 -2.00812 -1.50448 -2.314 -2.241 0.788
O -1.16472 2.13721 1.36357 3.074 -0.137 -3.012
O -2.09317 -0.23637 1.57348 0.832 2.976 0.307
O -0.38262 -2.43871 -2.75645 0.068 -0.870 0.452
O 1.81912 0.65178 -1.64613 -0.503 3.454 0.059
C 1.58867 2.76712 -0.75786 -0.030 -0.248 2.452
C 0.69510 2.94067 0.33562 0.576 0.301 -1.495
C -1.84348 -2.15662 0.46072 0.547 3.121 0.806
C -1.31353 -2.81469 -0.69848 1.685 0.926 -2.086
C 0.92281 3.99296 1.36558 0.012 0.044 0.003
H 1.79817 3.73421 1.97623 -0.225 0.030 -0.006
H 0.04134 4.08738 2.00196 0.217 0.057 -0.062
H 1.14205 4.94902 0.87100 -0.141 -0.218 0.186
C 2.94299 3.38850 -0.83434 0.246 -0.022 -0.486
H 3.48107 2.91964 -1.66321 0.001 0.257 0.074
H 3.55212 3.24398 0.07567 -0.568 -0.077 -0.122
H 2.88698 4.47524 -0.99888 -0.098 -0.287 -0.026
C -2.63043 -2.86289 1.51169 -0.102 -0.041 0.218
C -1.60747 -4.25375 -0.96799 0.039 -0.410 -0.440
H -2.95409 -2.16604 2.29554 0.113 -0.317 -0.352
H -2.03575 -3.66668 1.96997 -0.128 0.195 -0.156
H -3.51170 -3.33197 1.05176 0.184 0.100 0.161
H -1.18835 -4.54502 -1.93782 -0.125 0.115 0.269
H -2.68912 -4.47658 -0.98093 0.384 0.281 0.016
H -1.16991 -4.91071 -0.19458 -0.100 0.394 -0.200
H -1.71762 0.78111 1.47240 -1.395 -2.521 0.526
H -0.36551 -1.42065 -3.23129 0.722 -1.415 -0.667
C -2.09680 0.76698 -2.10814 -4.722 1.225 -0.751
H -1.84774 1.74420 -1.62555 -0.365 0.063 0.325
H -3.06186 0.28518 -1.69079 1.517 0.993 -0.577
H -2.16280 1.00394 -3.18129 -0.203 -0.472 0.604
O -3.72446 3.34410 0.70516 0.206 -0.970 0.598
H -4.43935 2.82977 1.14574 0.825 0.534 -0.463
H -2.88363 2.88888 0.95101 -1.193 0.503 -0.165
Br 4.43952 -3.45607 0.09214 -0.590 0.479 0.266
C 3.19074 -2.19991 0.81767 -0.109 0.483 -0.017
C 3.36605 -1.69367 2.11507 -0.298 -0.219 -0.582
C 2.43567 -0.76031 2.57603 0.054 0.261 0.316
C 1.42172 -0.32658 1.72478 0.192 0.086 0.207
N 1.29181 -0.76981 0.47196 0.030 -0.063 -0.082
C 2.14421 -1.69522 0.02038 0.693 -0.379 0.398
H 4.21379 -2.03087 2.71135 -0.324 0.119 -0.045
H 2.50005 -0.32593 3.58762 0.041 -0.374 -0.629
H 0.70483 0.43809 2.05345 0.307 -0.492 -0.038
H 2.03400 -2.03255 -1.01292 -0.043 0.067 0.301
```
Positions in Å, forces in eV/Å.

***

# 3
The following is a quantum chemistry calculation of a 8-piece molecular cluster, C14H24Cl20 overall in a non-equilibrium geometry, from the Open Molecules 2025 dataset.

* spin multiplicity: 1
* structure (SMILES): ClC(Cl)(Cl)Cl.ClC(Cl)(Cl)Cl.ClCCCl.ClCCCl.ClCCCl.ClCCCl.ClCCCl.ClCCCl
* highest occupied orbital energy: -10.555 eV
* frontier orbital gap: 10.7 eV

```
58
Properties=species:S:1:pos:R:3:forces:R:3
Cl 1.54943 -2.68592 5.51190 -0.022 -0.258 -0.371
C 0.65638 -2.84412 3.98036 -0.212 -0.017 0.256
Cl 0.18480 -1.21824 3.47284 0.038 -0.206 0.052
Cl 1.61021 -3.61416 2.71736 0.254 0.126 0.098
Cl -0.78613 -3.85889 4.23784 0.080 0.288 0.055
Cl 5.17236 0.32468 -4.27584 -0.070 -0.108 -0.276
C 4.00302 -0.93130 -4.74554 0.023 0.109 0.541
Cl 2.70344 -0.91674 -3.52746 0.030 -0.197 -0.238
Cl 3.30230 -0.58509 -6.32444 0.260 -0.129 0.095
Cl 4.82685 -2.50996 -4.71109 -0.291 0.335 -0.185
Cl 1.15500 1.55164 0.49991 -0.084 0.221 0.871
C 0.33794 0.46121 -0.61375 -0.075 -0.643 -0.566
C -0.23640 -0.80512 0.03474 0.590 1.114 0.645
Cl -0.38697 -2.01379 -1.22860 -0.268 -0.482 -0.356
H 1.11026 0.14152 -1.30900 -0.065 0.086 -0.127
H -0.41078 1.04735 -1.13639 -0.066 -0.076 -0.029
H -1.18473 -0.62621 0.53884 -0.141 -0.027 -0.246
H 0.45890 -1.16891 0.78606 0.081 -0.149 -0.161
Cl -2.38113 2.96315 -0.59768 0.189 0.094 0.054
C -3.07797 3.06483 1.06239 -0.130 -0.214 -0.762
C -2.02485 3.27813 2.11688 -0.170 0.424 -0.278
Cl -1.52824 4.99869 2.17483 0.128 0.066 -0.049
H -3.58986 2.11079 1.15906 0.016 0.156 0.380
H -3.79364 3.87664 0.98249 -0.056 0.006 0.371
H -1.13053 2.70714 1.88358 -0.042 -0.154 0.243
H -2.43226 3.06913 3.10162 0.085 -0.243 0.009
Cl 6.49087 1.33118 -0.01261 -0.165 0.100 0.134
C 5.40686 0.00796 0.48844 -0.086 -0.473 -0.202
C 4.19087 -0.05129 -0.39767 -0.611 1.003 -0.312
Cl 3.31786 -1.57483 -0.13848 0.005 -0.271 -0.015
H 5.07017 0.14095 1.51385 0.362 0.106 0.078
H 5.96994 -0.91680 0.38735 0.063 0.048 0.149
H 4.38776 0.11844 -1.45502 0.315 -0.548 0.009
H 3.46918 0.72583 -0.14333 0.213 0.006 0.196
Cl -2.80341 0.10478 2.92560 -0.141 0.253 0.357
C -3.92869 -1.18049 2.46274 0.018 -0.887 -0.527
C -5.28374 -0.67263 2.06655 -0.672 0.245 0.599
Cl -5.33150 0.21211 0.52914 0.104 -0.053 -0.095
H -4.08155 -1.92267 3.24810 0.293 0.377 0.357
H -3.40410 -1.71902 1.67492 -0.332 0.032 -0.199
H -5.67563 -0.01646 2.84719 0.254 0.223 -0.136
H -6.03034 -1.46630 2.03299 0.349 -0.281 -0.361
Cl -3.87660 -4.62454 1.22297 -0.909 -0.085 0.857
C -3.00410 -4.19553 -0.21628 1.979 -0.590 -0.314
C -3.69791 -4.54010 -1.51676 0.051 1.085 -0.185
Cl -4.24295 -6.21677 -1.60457 -0.255 -0.067 0.123
H -2.05778 -4.74145 -0.12932 -0.205 -0.186 -0.223
H -2.65609 -3.16994 -0.10932 -0.599 0.243 -0.489
H -3.04141 -4.42430 -2.37709 0.337 0.157 0.272
H -4.49478 -3.81061 -1.67459 -0.437 -0.543 0.010
Cl 4.02940 3.85937 -3.55310 0.236 0.241 0.213
C 3.09982 5.06685 -2.60597 -0.711 -0.451 -0.186
C 2.29021 4.35094 -1.52367 0.055 0.144 -0.816
Cl 0.89002 3.54073 -2.29304 -0.081 -0.022 -0.060
H 2.41787 5.48904 -3.33913 -0.031 0.228 0.140
H 3.72476 5.86290 -2.21143 0.340 -0.272 0.056
H 1.87573 5.06220 -0.81598 0.136 -0.075 0.193
H 2.87181 3.55395 -1.07337 0.042 0.189 0.351
```
Positions in Å, forces in eV/Å.

***

# 4
The following is a quantum chemistry calculation of a 3-piece molecular cluster, C14H24ClN2O9P overall in a non-equilibrium geometry, from the Open Molecules 2025 dataset.

* spin multiplicity: 1
* structure (SMILES): N=[PH2][C@]1(Cl)OC(=O)O[C@@H]1CCCN.C[C@@H]1COC(=O)O1.C[C@@H]1COC(=O)O1
* highest occupied orbital energy: -9.045 eV
* frontier orbital gap: 9.5 eV

```
51
Properties=species:S:1:pos:R:3:forces:R:3
N -3.80416 3.93090 -0.66817 0.441 0.001 -0.407
P -2.55288 3.38463 -1.41742 -0.854 0.516 0.656
C -2.07617 4.26563 -3.00913 0.172 -0.902 -0.135
Cl -1.95200 5.96062 -2.62199 -0.055 0.312 -0.080
O -3.18620 3.97793 -3.87781 -0.110 -0.226 0.470
C -2.84393 2.77395 -4.46109 -0.448 -0.354 -0.450
O -3.59920 1.88110 -4.68442 0.487 0.810 -0.138
O -1.51976 2.78100 -4.71641 0.063 -0.591 0.707
C -0.91715 3.81599 -3.92228 0.226 1.109 -0.483
C 0.49212 3.50887 -3.41932 -0.033 -0.513 -0.134
C 0.80212 2.06400 -2.98779 -0.109 0.043 0.056
C 0.61983 1.67993 -1.51410 0.196 -0.212 -0.052
N 1.20798 2.60753 -0.54775 -0.074 -0.177 -0.015
H -4.25505 4.72255 -1.10871 -0.169 -0.038 0.144
H -1.39532 3.39979 -0.62889 0.231 -0.118 -0.208
H -2.68867 2.04147 -1.81362 0.344 -0.055 -0.194
H -0.79861 4.67085 -4.60181 -0.088 -0.030 0.098
H 1.14481 3.72453 -4.27087 -0.065 0.032 0.121
H 0.74783 4.25239 -2.65587 -0.116 -0.082 -0.019
H 1.83949 1.83825 -3.25071 -0.060 0.125 0.000
H 0.18968 1.39353 -3.59843 0.154 -0.052 0.066
H 1.12253 0.71428 -1.39812 -0.189 0.025 -0.098
H -0.43536 1.48697 -1.29762 0.043 0.183 0.134
H 0.54367 3.01594 0.08863 -0.004 0.126 -0.029
H 1.76798 3.32951 -0.97327 0.009 0.043 0.026
C 2.34845 -3.62898 1.47245 -0.168 0.002 -0.133
C 3.18606 -2.77602 0.55854 -0.053 -0.070 0.115
C 3.38357 -1.33984 0.99302 0.053 0.047 0.003
O 3.57146 -0.66981 -0.26324 0.015 0.017 0.081
C 2.92616 -1.38491 -1.21078 -0.038 -0.019 0.100
O 2.72069 -1.00344 -2.31799 -0.015 0.025 -0.144
O 2.53443 -2.57934 -0.71747 0.084 -0.020 -0.018
H 2.01635 -4.52742 0.95225 0.108 -0.037 -0.007
H 2.92138 -3.92298 2.35071 -0.001 0.037 0.030
H 1.46381 -3.09142 1.80780 0.000 0.028 0.008
H 4.15154 -3.24887 0.35761 0.000 0.001 -0.035
H 4.24655 -1.18294 1.63350 0.065 0.049 -0.096
H 2.49025 -0.93130 1.47031 -0.011 -0.047 0.042
C -2.45047 -3.21053 3.18155 0.091 0.179 0.011
C -1.38573 -3.94284 3.95653 -0.113 0.087 -0.069
C -1.48201 -3.86438 5.46512 0.009 -0.066 0.051
O -0.11130 -4.01781 5.86227 -0.084 0.023 0.041
C 0.66441 -3.56812 4.85136 -0.058 0.019 -0.060
O 1.83613 -3.39037 4.91749 0.102 0.018 0.008
O -0.08676 -3.34780 3.74506 -0.058 -0.081 0.026
H -2.13979 -3.07533 2.14662 -0.018 -0.092 -0.023
H -3.38046 -3.77772 3.19203 -0.008 -0.012 0.014
H -2.63690 -2.22383 3.60682 0.017 0.000 0.010
H -1.32130 -4.98482 3.63107 0.030 -0.009 0.005
H -2.08877 -4.64586 5.91362 0.105 -0.061 0.039
H -1.83131 -2.88544 5.80071 -0.047 0.008 -0.039
```
Positions in Å, forces in eV/Å.

***

no.,energy (eV)
1,-47989.9282
2,-125371.4505
3,-265356.5648
4,-58125.2828